[1]
Here is a gas-phase ion, C3H8NO (charge +1) at a distorted geometry from the Open Molecules 2025 dataset. Energies are from ωB97M-V/def2-TZVPD.

As for the SMILES: OC[NH+]1CC1. Its total charge is +1. Its calculated total energy is -6768.4890 eV. Its HOMO energy is -0.6077 Eh. The gap between HOMO and LUMO comes out at 13.36 eV. The value obtained for the energy relative to the best compared isomer or geometry (same formula, charge and spin) is 2.681 eV.

Each line ends with the natural charge from an NBO analysis.
Positions of all 13 atoms, in Å:
O1 1.20049 0.17349 -1.52461  -0.603
C1 1.33680 -0.61164 -0.49391  0.211
N1 -0.14017 -0.44601 0.57814  -0.424
C2 -0.59554 0.84416 0.76984  -0.240
C3 -1.33209 -0.08084 -0.05290  -0.223
H1 1.23924 1.12420 -1.27628  0.498
H2 1.94446 -0.54736 0.36089  0.196
H3 1.36369 -1.52344 -0.98033  0.210
H4 -0.24529 -1.11938 1.32191  0.437
H5 -0.11711 1.61163 0.36099  0.209
H6 -1.13270 1.09145 1.68380  0.251
H7 -2.31417 -0.62002 0.28373  0.256
H8 -1.20761 0.10377 -1.03129  0.223

---

[2]
Here is a molecular structure, C30H46AsFN5OPdS2 from the Open Molecules 2025 dataset. Energies are from ωB97M-V/def2-TZVPD.

Its total charge is +1. Its spin multiplicity is 3. Its calculated total energy is -130056.1204 eV. Its HOMO energy (spin up / spin down) is -0.3437 / -0.3817 Eh. The gap between HOMO and LUMO (spin up / spin down) comes out at 7.71 / 6.37 eV.

Each line ends with the Löwdin spin population.
Positions of all 87 atoms, in Å:
Pd1 -0.08151 0.42555 0.25306  0.776
C1 5.31581 -0.02779 2.57404  0.000
C2 3.99785 -0.16557 1.81317  0.002
C3 2.83858 -0.19154 2.81219  0.003
C4 3.83056 0.88028 0.71217  0.030
C5 4.59097 2.04327 0.73849  0.000
C6 4.48900 2.99770 -0.25785  0.014
C7 3.65759 2.76720 -1.33773  -0.001
C8 2.86531 1.62464 -1.42314  0.021
C9 2.16810 1.39807 -2.76209  0.001
C10 2.99597 0.45932 -3.64706  0.001
C11 0.71687 0.93063 -2.74976  0.003
C12 2.91556 0.71812 -0.35189  0.035
N1 1.95367 -0.32470 -0.22663  0.481
C13 2.37796 -1.59818 -0.35462  0.031
C14 3.56219 -1.95105 -1.05503  0.107
C15 3.94814 -3.26152 -1.19952  -0.008
C16 3.19250 -4.28328 -0.62290  0.143
C17 2.05488 -3.97942 0.11506  -0.015
C18 1.66506 -2.66871 0.24174  0.112
F1 0.62505 -2.39481 1.04183  0.030
H1 5.44156 -0.88859 3.23134  0.000
H2 5.32734 0.86228 3.20557  0.000
H3 6.17476 0.01367 1.90298  0.000
H4 4.03591 -1.14375 1.32880  0.001
H5 2.78357 0.75131 3.35821  0.001
H6 2.99553 -0.99458 3.53493  0.000
H7 1.87443 -0.35592 2.33035  0.000
H8 5.28033 2.20853 1.55327  0.000
H9 5.09006 3.89688 -0.21379  0.001
H10 3.63847 3.47453 -2.15925  0.000
H11 2.18150 2.37770 -3.24833  0.000
H12 2.93968 -0.56776 -3.28241  0.001
H13 4.04393 0.76005 -3.67734  0.000
H14 2.60937 0.46513 -4.66787  0.000
H15 0.63524 -0.12552 -2.49327  0.001
H16 0.28943 1.06606 -3.74707  0.001
H17 0.11728 1.50567 -2.04210  -0.001
H18 4.14940 -1.15229 -1.48721  0.003
H19 4.84420 -3.50022 -1.75550  -0.003
H20 3.50204 -5.31408 -0.72723  0.008
H21 1.48625 -4.74800 0.62085  -0.003
C19 -5.49808 1.69947 0.23448  0.002
N2 -4.61820 1.25118 -0.82142  0.003
C20 -5.02170 1.32471 -2.22384  0.001
C21 -3.81442 0.70568 -2.92601  0.000
N3 -2.75767 0.97275 -1.95229  0.000
C22 -3.28634 1.12681 -0.71975  0.011
S1 -2.40317 1.18963 0.72089  0.048
H22 -6.43332 1.14293 0.18943  0.000
H23 -5.71673 2.76579 0.13285  0.000
H24 -5.01929 1.52526 1.19408  0.002
H25 -5.17493 2.36843 -2.51656  0.000
H26 -5.94595 0.77484 -2.39153  0.000
H27 -3.59919 1.16965 -3.88502  0.000
H28 -3.94217 -0.37096 -3.06881  0.000
H29 -1.87014 0.49280 -2.01378  0.000
C23 -0.21694 4.07840 -0.84007  0.001
As1 0.14422 4.04898 1.04728  0.014
C24 -1.44138 4.72456 1.90205  0.000
C25 1.51282 5.36852 1.33000  0.006
S2 0.78795 2.19593 1.81235  0.079
H30 -0.47692 5.09221 -1.14389  0.000
H31 -1.04070 3.39687 -1.04571  0.000
H32 0.67983 3.74880 -1.36154  0.000
H33 -1.67961 5.71594 1.51829  0.000
H34 -1.25994 4.77057 2.97396  0.000
H35 -2.25536 4.03121 1.70130  0.000
H36 1.18325 6.34180 0.96881  0.001
H37 2.40379 5.04442 0.79452  0.000
H38 1.73228 5.41783 2.39453  0.001
N4 -1.08307 -1.35616 -1.05840  0.023
C26 -1.70392 -2.18997 -0.54787  0.021
N5 -2.43083 -3.13159 0.01612  0.006
C27 -3.18034 -2.76800 1.23466  0.002
C28 -4.27416 -3.79825 1.43563  0.000
O1 -3.73233 -5.10384 1.49167  0.000
C29 -3.08563 -5.44333 0.28149  0.000
C30 -1.91889 -4.51109 0.01262  0.000
H39 -3.59025 -1.76568 1.10872  0.000
H40 -2.50167 -2.76326 2.09350  0.000
H41 -5.00508 -3.73023 0.61974  0.000
H42 -4.78326 -3.62511 2.38177  0.000
H43 -3.79676 -5.39670 -0.55284  0.000
H44 -2.73158 -6.46711 0.38626  0.000
H45 -1.47030 -4.71888 -0.95808  0.000
H46 -1.16105 -4.62386 0.79472  0.000

---

[3]
Here is C6H12O in the gas phase from the Open Molecules 2025 dataset. Energies are from ωB97M-V/def2-TZVPD.

Its calculated total energy is -8460.4779 eV. Its HOMO energy is -0.3121 Eh. The gap between HOMO and LUMO comes out at 9.06 eV. The value obtained for the energy relative to the best compared isomer or geometry (same formula, charge and spin) is 3.876 eV.

Each line ends with the natural charge from an NBO analysis.
Positions of all 19 atoms, in Å:
C1 2.09747 -0.05499 -0.95856  -0.605
C2 0.61580 -0.37162 -1.16753  -0.403
C3 -0.29806 0.65876 -0.49895  -0.356
C4 -1.82894 0.37144 -0.65188  -0.597
C5 -0.44231 0.77089 0.97121  0.099
C6 -0.24412 -0.46296 1.72945  -0.250
O1 -0.83857 -0.48856 3.00071  -0.715
H1 2.34435 0.94123 -1.34388  0.207
H2 2.73280 -0.78208 -1.47396  0.214
H3 2.36781 -0.07247 0.10398  0.200
H4 0.38649 -1.37646 -0.79210  0.197
H5 0.40043 -0.39149 -2.24430  0.208
H6 -0.11002 1.64665 -0.94134  0.209
H7 -2.21867 0.80635 -1.57687  0.237
H8 -2.04891 -0.70322 -0.60556  0.215
H9 -2.34565 0.86821 0.17920  0.249
H10 -0.40926 -1.44845 1.26790  0.189
H11 0.87033 -0.35018 1.80152  0.224
H12 -1.03098 0.43897 3.20098  0.477